DFT (the ωB97M-V functional and the def2-TZVPD basis) results for a single C25H38N4O2 molecule.

Atoms and positions in Å:
O: 0.989 3.636 -1.331
O: 0.215 -3.773 -1.985
N: -2.939 -1.089 -0.163
N: -0.999 -0.441 1.163
N: -0.358 -2.786 -0.039
N: -2.955 0.669 1.194
C: 0.483 -3.016 -1.066
C: -0.096 2.842 -1.543
C: 5.705 1.021 0.679
C: -3.996 -0.227 -0.677
C: 0.020 1.479 -1.783
C: -4.155 0.844 0.425
C: -2.198 -0.365 0.708
C: -2.379 1.267 -1.918
C: -2.636 -2.324 -0.846
C: -3.609 0.411 -2.036
C: 1.993 -1.201 0.014
C: -2.480 2.641 -1.723
C: -1.110 0.704 -1.961
C: -2.089 1.602 1.874
C: -1.359 3.424 -1.529
C: 1.839 -2.324 -1.006
C: 5.762 -0.237 -0.182
C: 3.205 0.907 0.651
C: -1.714 -3.287 -0.077
C: -0.826 0.706 2.042
C: 4.537 -1.116 0.060
C: -2.210 -3.572 1.334
C: -2.678 2.078 3.195
C: 3.246 -0.348 -0.225
C: 4.420 1.794 0.398
H: 2.285 1.466 0.460
H: 6.573 1.652 0.477
H: -1.873 2.471 1.231
H: -2.930 1.225 3.822
H: -4.911 -0.814 -0.812
H: -0.732 0.360 3.078
H: 0.999 1.024 -1.832
H: 1.795 3.106 -1.372
H: -1.957 2.701 3.718
H: 5.733 0.740 1.734
H: -0.244 -1.970 0.566
H: 4.372 2.683 1.031
H: -3.596 -2.825 -1.023
H: 3.261 -0.036 -1.278
H: 1.121 -0.546 -0.034
H: 4.531 -1.451 1.100
H: -0.987 -0.352 -2.145
H: 0.094 1.231 1.775
H: 2.029 -1.946 -2.015
H: -2.169 -2.143 -1.824
H: 5.799 0.049 -1.237
H: -1.441 4.487 -1.369
H: 6.670 -0.799 0.042
H: -1.686 -4.214 -0.663
H: -3.226 -3.957 1.305
H: 4.424 2.127 -0.644
H: -2.191 -2.664 1.929
H: -3.579 2.660 3.019
H: -4.456 1.011 -2.377
H: 2.575 -3.111 -0.825
H: 3.190 0.606 1.701
H: -3.445 -0.388 -2.761
H: -3.451 3.116 -1.733
H: -5.038 0.655 1.048
H: 2.034 -1.618 1.022
H: -4.230 1.853 0.010
H: -1.568 -4.311 1.807
H: 4.595 -1.999 -0.578

Properties
Structure (SMILES) ... C[C@@H](CN1C2=NC[C@H](C)N2C[C@H]1Cc1ccc(O)cc1)NC(=O)CCC1CCCCC1
Energy relative to the best compared isomer or geometry (same formula, charge and spin) ... 13.45 kcal/mol
Lowest unoccupied orbital energy ... 0.67 eV
E_HOMO ... -8.30 eV

In elementary charge units, the Mulliken charges are:
1. O -0.643
2. O -0.737
3. N 0.258
4. N -0.251
5. N 0.050
6. N 0.126
7. C 0.037
8. C 0.541
9. C -0.803
10. C -0.264
11. C 0.066
12. C -0.772
13. C -0.290
14. C -0.029
15. C -0.453
16. C -1.651
17. C 0.189
18. C -0.380
19. C -0.212
20. C 0.557
21. C -1.000
22. C -0.331
23. C -0.785
24. C -0.317
25. C -0.458
26. C -0.795
27. C -0.872
28. C -1.540
29. C -1.693
30. C 0.580
31. C -0.865
32. H -0.206
33. H 0.381
34. H 0.040
35. H 0.391
36. H 0.576
37. H 0.403
38. H 0.510
39. H 0.269
40. H 0.430
41. H 0.337
42. H 0.579
43. H 0.407
44. H 0.439
45. H 0.309
46. H -0.616
47. H 0.333
48. H 0.380
49. H 0.034
50. H 0.266
51. H 0.287
52. H 0.333
53. H 0.433
54. H 0.399
55. H 0.620
56. H 0.410
57. H 0.320
58. H 0.256
59. H 0.397
60. H 0.558
61. H 0.273
62. H 0.353
63. H 0.430
64. H 0.451
65. H 0.304
66. H 0.420
67. H 0.411
68. H 0.436
69. H 0.386

=====

DFT (the ωB97M-V functional and the def2-TZVPD basis) results for 9 unconnected molecules or ions with the total composition C25H39Cl9N4O10 in a non-equilibrium geometry.

Atoms and positions in Å:
Cl: 3.663 3.526 24.788
Cl: 4.606 3.457 22.066
Cl: 12.818 2.372 20.412
Cl: 6.228 2.441 24.158
Cl: 3.436 11.955 16.769
Cl: 3.737 10.100 19.143
Cl: 5.696 5.268 24.035
Cl: 1.913 9.518 16.909
Cl: 1.458 11.736 18.950
O: 9.679 6.889 16.516
O: 13.146 3.154 19.289
O: 11.407 2.174 20.538
O: 3.939 9.592 22.766
O: 5.338 2.646 16.724
O: 13.267 3.093 21.591
O: 10.118 6.457 14.551
O: 13.617 1.157 20.307
O: 5.790 8.476 22.552
O: 4.870 2.805 18.823
N: 4.818 2.241 17.756
N: 4.938 9.075 23.245
N: 10.472 6.607 15.692
N: 7.644 6.037 19.849
C: 11.806 1.149 13.273
C: 0.666 7.211 21.216
C: 8.035 5.672 21.299
C: 9.291 3.117 17.525
C: 2.003 6.908 20.967
C: 12.626 2.057 15.779
C: 13.103 2.708 14.613
C: 2.241 5.802 20.096
C: 1.218 5.002 19.628
C: 8.515 5.351 18.766
C: -0.077 5.454 19.742
C: 2.645 10.805 17.883
C: 11.858 0.866 15.646
C: 12.611 2.299 13.394
C: -0.368 6.552 20.511
C: 11.981 6.383 15.955
C: 4.092 0.950 17.703
C: 6.595 7.632 18.268
C: 5.004 3.718 23.698
C: 7.588 7.519 19.448
C: 5.044 8.988 24.726
C: 5.562 6.541 18.538
C: 8.653 3.766 18.800
C: 11.527 0.406 14.391
C: 6.123 5.713 19.717
H: 10.263 3.572 17.334
H: -0.879 4.925 19.248
H: 10.895 -0.466 14.466
H: 6.024 4.627 19.705
H: 9.106 5.833 21.423
H: 2.856 7.344 21.466
H: 6.055 8.578 18.297
H: 9.514 5.777 18.850
H: 3.038 1.100 17.936
H: 4.182 0.499 16.715
H: 7.181 7.929 20.373
H: 7.498 6.299 22.011
H: 1.295 4.164 18.950
H: -1.333 7.024 20.620
H: 8.599 7.891 19.281
H: 0.479 8.130 21.751
H: 4.620 0.139 18.205
H: 12.813 2.896 12.517
H: 5.281 5.896 17.706
H: 5.978 9.462 25.028
H: 12.293 6.918 16.853
H: 8.784 3.370 16.594
H: 3.276 5.707 19.803
H: 8.093 5.585 17.788
H: 11.542 0.382 16.558
H: 12.697 2.500 16.761
H: 9.492 2.051 17.634
H: 12.175 5.312 16.008
H: 7.887 4.596 21.396
H: 7.789 3.173 19.098
H: 9.365 3.538 19.593
H: 4.724 7.110 18.941
H: 11.346 0.781 12.368
H: 4.193 9.486 25.190
H: 13.667 3.625 14.701
H: 4.956 7.916 24.904
H: 7.110 7.562 17.310
H: 12.499 6.730 15.061
H: 5.700 6.105 20.642

Properties
Multiplicity ... 2
<S²> ... 0.7535
Charge ... -1
Lowest unoccupied orbital energy (alpha / beta) ... 1.10 / 1.10 eV
E_HOMO (alpha / beta) ... -1.79 / -5.42 eV

In elementary charge units, the Mulliken charges are:
1. Cl -0.132
2. Cl 0.016
3. Cl 1.703
4. Cl -0.145
5. Cl -0.112
6. Cl 0.031
7. Cl -0.053
8. Cl -0.100
9. Cl -0.119
10. O -0.509
11. O -0.660
12. O -0.645
13. O -0.771
14. O -0.514
15. O -0.716
16. O -0.559
17. O -0.694
18. O -0.663
19. O -0.336
20. N 0.759
21. N 0.651
22. N 0.925
23. N 0.405
24. C -0.451
25. C -0.624
26. C -0.806
27. C -1.430
28. C -0.342
29. C -0.065
30. C -0.665
31. C 0.288
32. C -0.736
33. C -0.861
34. C -0.305
35. C 0.274
36. C -0.565
37. C -0.247
38. C -0.517
39. C -0.542
40. C -0.877
41. C -0.878
42. C 0.264
43. C -0.544
44. C -0.774
45. C -0.276
46. C -0.274
47. C -0.408
48. C -0.269
49. H 0.100
50. H 0.360
51. H 0.310
52. H -0.085
53. H 0.358
54. H 0.479
55. H 0.506
56. H 0.609
57. H 0.289
58. H 0.354
59. H 0.514
60. H 0.197
61. H 0.338
62. H 0.355
63. H 0.408
64. H 0.416
65. H 0.305
66. H 0.343
67. H 0.378
68. H 0.243
69. H 0.290
70. H 0.375
71. H 0.262
72. H 0.391
73. H 0.464
74. H 0.523
75. H 0.499
76. H 0.052
77. H 0.395
78. H 0.202
79. H 0.384
80. H 0.123
81. H 0.357
82. H 0.281
83. H 0.442
84. H 0.134
85. H 0.206
86. H 0.320
87. H 0.391

=====

DFT (the ωB97M-V functional and the def2-TZVPD basis) results for a gas-phase ion, C25H39F9N5O2 (charge +1) in a non-equilibrium geometry.

Atoms and positions in Å:
F: -1.486 3.096 3.125
F: 0.409 4.135 0.353
F: -4.325 2.202 -2.024
F: -5.178 0.515 -0.692
F: 0.301 4.714 2.571
F: -1.194 -2.856 1.793
F: -3.971 -0.013 -2.588
F: -1.850 3.163 0.879
F: 1.678 2.958 2.032
O: -2.838 0.886 -0.658
O: 1.114 -0.668 -1.382
N: 0.735 1.143 -2.787
N: 4.501 0.261 -0.216
N: -0.431 -0.969 0.561
N: -0.433 1.179 -0.687
N: -0.700 1.189 1.811
C: -0.882 2.674 1.861
C: 0.441 3.568 1.679
C: -1.635 0.918 -1.529
C: -4.130 -2.283 0.424
C: 0.495 -2.966 -0.931
C: 2.177 1.412 -0.612
C: 2.906 -1.841 1.616
C: 0.038 3.698 -2.732
C: 0.992 -2.940 -3.594
C: 0.854 0.744 -1.323
C: -0.718 0.487 3.152
C: -1.605 -1.755 0.890
C: -4.018 0.906 -1.481
C: 1.949 -1.666 0.713
C: -0.164 -2.938 -2.424
C: 0.285 0.491 5.678
C: 3.578 0.848 -1.240
C: 0.514 0.965 4.135
C: 0.687 -1.059 5.912
C: -1.010 -4.331 -2.677
C: 2.419 2.783 -3.727
C: 0.987 2.429 -3.010
C: 0.649 -1.463 -0.277
C: -2.630 -2.228 -0.250
C: -0.539 0.488 0.656
H: -0.088 -1.696 5.319
H: 5.248 -0.315 -0.656
H: -0.858 -4.712 -3.765
H: 2.956 1.854 -4.134
H: -4.461 -1.269 0.858
H: -0.793 0.763 5.978
H: -1.715 0.663 3.736
H: -4.083 -3.117 1.241
H: 2.128 2.558 -0.539
H: 0.585 4.706 -2.637
H: 0.467 -3.207 -4.591
H: 0.599 2.129 4.179
H: -2.381 -3.346 -0.483
H: 2.185 1.043 0.500
H: -2.269 -1.096 1.600
H: 1.374 -1.857 -3.670
H: -2.137 -4.064 -2.596
H: 1.758 -1.192 5.473
H: -0.652 3.799 -3.672
H: -0.767 -5.147 -1.900
H: 1.599 -3.311 -1.100
H: -4.872 -2.681 -0.384
H: 1.839 -3.686 -3.332
H: -0.696 3.520 -1.844
H: -0.937 -2.090 -2.568
H: 2.289 3.634 -4.504
H: 0.981 1.170 6.322
H: 4.124 1.798 -1.654
H: 0.664 -1.271 7.043
H: 3.421 0.168 -2.165
H: -1.508 -0.040 -2.157
H: -2.613 -1.639 -1.230
H: 1.479 0.486 3.729
H: 4.891 0.971 0.423
H: -1.866 1.764 -2.301
H: 3.060 3.254 -2.868
H: -0.590 -0.652 3.096
H: 3.635 -2.033 2.476
H: 0.032 -3.735 -0.222

Properties
Structure (SMILES) ... C#C[C@]1(CC(C)C)O[C@@](CCN)(N=C(C)C)N(COC(F)(F)F)C(N(CCCC)C(F)(F)C(F)(F)F)=[N+]1[C@H](F)CC
Charge ... +1
Lowest unoccupied orbital energy ... -4.90 eV
E_HOMO ... -11.29 eV

In elementary charge units, the Mulliken charges are:
1. F -0.300
2. F -0.227
3. F -0.229
4. F -0.254
5. F -0.262
6. F -0.461
7. F -0.259
8. F -0.230
9. F -0.206
10. O -0.321
11. O 0.067
12. N -0.446
13. N -0.450
14. N 1.047
15. N 2.168
16. N 0.947
17. C 0.439
18. C 0.727
19. C -0.988
20. C -1.435
21. C -1.159
22. C -0.511
23. C -1.003
24. C -0.967
25. C -1.191
26. C -0.455
27. C -0.508
28. C 0.116
29. C 0.881
30. C -0.604
31. C 1.192
32. C -0.720
33. C -0.597
34. C -0.146
35. C -0.805
36. C -1.055
37. C -1.126
38. C 0.715
39. C 1.252
40. C 0.147
41. C -2.374
42. H 0.215
43. H 0.235
44. H 0.316
45. H 0.277
46. H 0.321
47. H 0.326
48. H 0.385
49. H 0.380
50. H 0.672
51. H 0.356
52. H 0.422
53. H 0.218
54. H 0.234
55. H -0.046
56. H 0.209
57. H 0.135
58. H 0.246
59. H 0.202
60. H 0.348
61. H 0.246
62. H 0.508
63. H 0.377
64. H 0.308
65. H 0.132
66. H -0.375
67. H 0.428
68. H 0.345
69. H 0.198
70. H 0.355
71. H 0.221
72. H 0.199
73. H -0.009
74. H 0.148
75. H 0.219
76. H 0.509
77. H 0.216
78. H 0.261
79. H 0.386
80. H 0.469

=====

Asked for E across the records above, the calculation gives -1344.993348 -6088.496143 -2298.317638 a.u. in order.